Record 1
{
  "formula": "C3H6NO3",
  "method": "wB97M-V/def2-TZVPD",
  "relative_energy_kj_mol": 552.1,
  "e_tot_ha": -397.77072,
  "orbital_gap_ev": [7.6, 7.1],
  "total_charge": 1,
  "multiplicity": 3,
  "elements": ["C", "C", "C", "N", "O", "O", "O", "H", "H", "H", "H", "H", "H"],
  "coordinates": [[-1.197, 0.265, 0.405], [1.430, -0.471, -0.617], [0.786, -0.316, 0.683], [1.432, 0.801, 0.115], [-1.118, 1.368, 0.014], [-3.305, -0.390, -0.264], [-2.034, -0.710, 0.347], [2.341, -1.005, -0.752], [0.741, -0.400, -1.458], [1.131, -0.709, 1.614], [2.444, 0.928, 0.520], [1.031, 1.836, -0.117], [-3.682, -1.197, -0.490]],
  "forces_ev_per_angstrom": [[-4.149, -1.931, 1.392], [-2.392, 0.181, -0.713], [2.748, -1.162, -0.480], [4.379, 4.390, 1.103], [0.186, 1.520, -0.942], [-0.686, 3.879, -0.621], [1.946, -0.149, 0.945], [0.712, -0.115, -0.088], [0.265, -0.362, -0.186], [-0.423, -0.160, 0.654], [-2.343, 0.234, -0.729], [0.554, -3.350, 0.212], [-0.795, -2.975, -0.546]],
  "nbo_charge": [0.702, -0.253, 0.086, -0.593, -0.425, -0.437, -0.262, 0.264, 0.249, 0.243, 0.446, 0.502, 0.477]
}



Record 2
{
  "formula": "C19H43OP3SSc",
  "method": "wB97M-V/def2-TZVPD",
  "relative_energy_kj_mol": 244.9,
  "e_tot_ha": -3006.91609,
  "orbital_gap_ev": 5.0,
  "total_charge": 3,
  "elements": ["Sc", "P", "P", "P", "H", "C", "C", "H", "C", "C", "C", "C", "C", "C", "C", "C", "C", "H", "H", "H", "H", "H", "H", "H", "H", "H", "H", "H", "H", "H", "H", "H", "H", "H", "H", "H", "H", "H", "H", "H", "H", "H", "H", "H", "H", "H", "C", "C", "C", "C", "C", "C", "O", "H", "H", "H", "H", "H", "H", "C", "S", "C", "H", "H", "H", "H", "H", "H"],
  "coordinates": [[-0.279, 0.154, 0.322], [1.505, 1.112, 2.048], [-0.930, 2.434, -0.667], [1.888, -0.146, -1.186], [-1.113, -4.323, 1.429], [-0.097, -4.756, 1.288], [0.927, -4.381, 2.073], [0.827, -3.744, 2.961], [0.777, 1.357, 3.723], [2.395, 2.671, 1.686], [2.839, -0.035, 2.541], [-2.491, 2.568, -1.605], [-1.155, 3.669, 0.689], [0.375, 3.200, -1.699], [2.371, -1.870, -0.769], [3.414, 0.825, -1.178], [1.432, -0.300, -2.968], [0.019, -5.369, 0.387], [1.966, -4.735, 1.873], [0.536, 0.371, 4.163], [-0.151, 1.954, 3.653], [1.514, 1.876, 4.374], [1.714, 3.424, 1.224], [3.220, 2.463, 0.973], [2.819, 3.099, 2.626], [2.420, -1.054, 2.615], [3.239, 0.253, 3.533], [3.660, -0.040, 1.806], [-2.831, 3.613, -1.614], [-3.220, 1.928, -1.071], [-2.392, 2.188, -2.632], [-1.515, 4.596, 0.209], [-0.215, 3.891, 1.232], [-1.909, 3.351, 1.449], [0.024, 4.212, -2.010], [0.594, 2.603, -2.600], [1.321, 3.331, -1.143], [2.730, -2.414, -1.678], [1.522, -2.452, -0.325], [3.188, -1.824, -0.022], [4.040, 0.616, -2.062], [3.976, 0.572, -0.259], [3.191, 1.906, -1.172], [2.309, -0.627, -3.562], [1.064, 0.660, -3.369], [0.632, -1.069, -3.047], [-1.732, -1.335, -2.070], [-2.621, -0.714, -2.921], [-2.939, -1.384, -4.116], [-2.443, -2.705, -4.387], [-1.723, -3.395, -3.374], [-1.391, -2.699, -2.212], [-0.950, -0.628, -1.134], [-0.590, 1.005, -1.304], [-2.968, 0.347, -2.681], [-3.549, -0.781, -4.844], [-2.583, -3.110, -5.397], [-1.405, -4.420, -3.562], [-0.792, -3.146, -1.395], [-1.552, -1.420, 3.403], [-2.148, -0.661, 1.879], [-2.957, 0.808, 2.604], [-0.762, -2.136, 3.152], [-2.426, -1.933, 3.796], [-1.194, -0.670, 4.141], [-3.778, 0.392, 3.194], [-2.304, 1.434, 3.240], [-3.343, 1.394, 1.750]],
  "forces_ev_per_angstrom": [[1.575, -1.512, 2.310], [0.711, 0.406, 1.557], [-0.165, 3.414, -3.204], [0.284, -0.530, -1.115], [0.706, -0.634, 0.135], [-0.145, 1.286, 0.057], [0.477, -0.427, -0.634], [-0.174, -0.315, -0.344], [-0.263, 0.341, 0.013], [0.055, 0.533, -0.128], [0.262, -0.470, -0.184], [-0.142, -0.367, 0.388], [-0.024, -0.499, 1.756], [0.155, 0.657, -0.139], [0.087, -0.463, 0.193], [0.501, 0.309, 0.233], [-0.178, -0.174, 0.062], [0.116, 0.038, 0.533], [-0.991, 0.177, 0.233], [0.227, 0.549, -0.219], [0.467, -0.187, 0.246], [-0.515, -0.313, -0.359], [0.659, -0.474, 0.402], [-0.483, 0.202, 0.498], [-0.265, -0.313, -0.700], [0.283, 0.333, 0.028], [-0.194, -0.065, -0.559], [-0.303, -0.061, 0.354], [0.087, -0.331, 0.038], [0.035, 0.422, -0.320], [0.153, 0.259, 0.370], [0.138, -0.500, -0.187], [-0.510, -0.232, -0.463], [0.481, 0.188, -0.688], [0.220, -0.668, 0.176], [-0.252, 0.237, 0.363], [-0.479, -0.116, -0.111], [-0.258, 0.482, 0.721], [0.644, 0.399, -0.360], [-0.414, -0.185, -0.365], [-0.222, -0.053, 0.389], [-0.118, 0.237, -0.555], [0.136, -0.478, -0.047], [-0.445, 0.216, 0.371], [0.147, -0.447, 0.033], [0.529, 0.531, -0.096], [0.857, -1.215, -0.331], [0.024, 1.243, -0.088], [-0.189, -0.244, -0.388], [-0.156, 1.464, 0.643], [-0.787, 0.906, -0.756], [0.599, 0.357, 0.349], [-2.375, -0.763, -1.244], [-0.633, -0.148, 0.518], [0.459, -1.851, -0.725], [0.654, -1.142, 0.618], [-0.081, -0.059, 0.670], [-0.061, 0.269, 0.283], [-0.258, 0.124, -0.725], [0.206, 0.017, 0.468], [-0.038, 0.460, 0.622], [-0.099, 0.176, -0.368], [-0.236, 0.067, 0.134], [0.162, -0.194, 0.235], [-0.296, -0.499, -0.662], [-0.026, 0.375, -0.105], [-0.205, -0.538, -0.378], [-0.115, -0.211, 0.549]],
  "nbo_charge": [1.718, 0.640, 0.839, 0.706, 0.188, -0.379, -0.403, 0.183, -0.910, -0.922, -0.913, -0.915, -0.857, -0.926, -0.934, -0.948, -0.915, 0.223, 0.224, 0.255, 0.234, 0.279, 0.227, 0.268, 0.287, 0.257, 0.282, 0.255, 0.297, 0.269, 0.290, 0.314, 0.279, 0.281, 0.298, 0.275, 0.274, 0.289, 0.259, 0.265, 0.289, 0.255, 0.246, 0.279, 0.235, 0.270, 0.228, -0.262, -0.170, -0.169, -0.161, -0.249, -0.907, 0.196, 0.212, 0.257, 0.262, 0.258, 0.231, -0.717, 0.166, -0.708, 0.255, 0.275, 0.245, 0.282, 0.236, 0.231]
}